(1)
C5H7N3 as an isolated structure at a distorted geometry. Source: OMol25; level of theory: ωB97M-V/def2-TZVPD.

Gap between HOMO and LUMO: 9.659 eV
Total charge: 0
HOMO: -8.76 eV

Each line ends with the Mulliken charge.
Atoms and positions in Å:
C  -1.360  -0.026  -0.525  0.609
C  -1.103  1.389  -0.144  -0.704
C  0.305  0.787  0.023  0.198
C  1.165  -1.256  -0.398  -0.396
C  -0.018  -0.340  -0.536  -0.294
H  -1.311  -1.507  1.472  0.259
H  -2.939  -0.719  1.204  0.222
H  -2.110  -0.310  -1.349  0.224
H  -1.081  2.124  -0.870  0.303
H  -1.698  1.621  0.678  0.275
H  2.015  1.454  1.037  0.228
H  1.457  -2.409  -0.146  0.301
N  -1.916  -1.005  0.549  -0.770
N  1.495  0.851  0.429  0.177
N  2.098  -0.355  0.087  -0.628


(2)
A 2-piece molecular cluster, C21H19F2O2 overall at a distorted geometry. Source: OMol25; level of theory: ωB97M-V/def2-TZVPD.

Gap between HOMO and LUMO: 4.706 eV
Total charge: +1
HOMO: -10.69 eV

Each line ends with the Mulliken charge.
Atoms and positions in Å:
C  3.425  -0.271  -0.940  -0.927
O  2.148  -0.514  -0.407  -0.285
C  1.156  -0.844  -1.344  -0.462
C  -0.140  -0.967  -0.836  -0.262
C  -1.200  -1.268  -1.656  -0.579
C  -0.994  -1.460  -3.002  -0.379
C  0.284  -1.363  -3.560  0.134
O  0.366  -1.590  -4.943  -0.439
C  1.663  -1.588  -5.483  -0.762
C  1.346  -1.050  -2.711  0.098
H  4.089  0.025  -0.125  0.207
H  3.816  -1.179  -1.401  0.364
H  3.373  0.541  -1.666  0.394
H  -0.288  -0.805  0.216  0.675
H  -2.194  -1.349  -1.246  0.453
H  -1.815  -1.692  -3.656  0.443
H  1.599  -1.833  -6.545  0.238
H  2.106  -0.598  -5.377  0.313
H  2.272  -2.342  -4.985  0.326
H  2.331  -0.965  -3.121  0.513
F  -6.126  -0.444  1.647  -0.280
C  -4.864  0.036  1.670  0.423
C  -4.521  1.130  0.892  -0.627
C  -3.239  1.611  0.903  -0.768
C  -2.229  1.023  1.695  1.078
C  -0.938  1.605  1.624  -0.610
C  0.312  1.329  2.235  0.988
C  1.384  2.187  1.908  -0.734
C  2.636  2.010  2.433  -0.649
C  2.886  0.970  3.313  0.465
F  4.123  0.798  3.827  -0.291
C  1.852  0.110  3.657  -1.087
C  0.593  0.279  3.135  0.121
C  -2.608  -0.084  2.484  0.113
C  -3.896  -0.561  2.466  -1.070
H  -5.282  1.588  0.284  0.465
H  -2.990  2.467  0.299  0.428
H  -0.898  2.449  0.957  0.221
H  1.206  3.003  1.229  0.426
H  3.446  2.672  2.176  0.479
H  2.071  -0.692  4.340  0.468
H  -0.175  -0.406  3.425  0.453
H  -1.898  -0.562  3.124  0.450
H  -4.188  -1.407  3.064  0.478


(3)
A 2-piece molecular cluster, C5H11O2 overall at a distorted geometry. Source: OMol25; level of theory: ωB97M-V/def2-TZVPD.

Gap between HOMO and LUMO: 7.266 eV
Total charge: -1
HOMO: -3.53 eV

Each line ends with the Mulliken charge.
Atoms and positions in Å:
C  -1.694  -0.965  -0.827  -0.378
C  -1.808  -0.254  -2.216  -0.857
C  -0.220  -0.864  -0.387  -0.704
H  -2.305  -0.446  -0.131  0.270
H  -1.942  -2.023  -0.717  0.325
H  -0.833  -0.072  -2.745  0.304
H  -2.340  0.594  -1.978  0.257
H  0.021  0.094  0.226  -0.104
H  -0.169  -1.548  0.472  0.305
H  -2.528  -0.991  -2.688  0.216
H  0.651  -1.089  -1.110  0.339
C  1.739  1.774  1.855  -0.958
C  2.077  0.166  1.765  0.468
O  2.750  -0.218  0.815  -0.701
O  1.500  -0.589  2.461  -0.637
H  1.680  2.247  2.755  0.355
H  0.895  1.925  1.231  0.221
H  2.525  2.259  1.220  0.277


(4)
C5H8O as an isolated structure at a distorted geometry. Source: OMol25; level of theory: ωB97M-V/def2-TZVPD.

Gap between HOMO and LUMO: 10.332 eV
Total charge: 0
HOMO: -9.33 eV

Each line ends with the Mulliken charge.
Atoms and positions in Å:
C  -0.807  -0.669  -0.904  -0.625
C  0.047  -0.934  0.271  -0.126
C  1.442  -0.402  0.320  -0.451
O  1.435  0.886  -0.193  -0.531
C  -0.310  1.534  0.137  -0.609
C  -1.000  0.245  0.265  -0.066
H  -0.342  -0.185  -1.758  0.216
H  -1.584  -1.389  -1.116  0.296
H  -0.108  -1.856  0.830  0.394
H  1.976  -1.170  -0.281  0.281
H  1.854  -0.479  1.344  0.290
H  -0.186  2.013  -0.819  0.260
H  -0.611  2.273  0.918  0.286
H  -1.806  0.131  0.987  0.384


Repeat the third record exactly.
A 2-piece molecular cluster, C5H11O2 overall at a distorted geometry. Source: OMol25; level of theory: ωB97M-V/def2-TZVPD.

Gap between HOMO and LUMO: 7.266 eV
Total charge: -1
HOMO: -3.53 eV

Each line ends with the Mulliken charge.
Atoms and positions in Å:
C  -1.694  -0.965  -0.827  -0.378
C  -1.808  -0.254  -2.216  -0.857
C  -0.220  -0.864  -0.387  -0.704
H  -2.305  -0.446  -0.131  0.270
H  -1.942  -2.023  -0.717  0.325
H  -0.833  -0.072  -2.745  0.304
H  -2.340  0.594  -1.978  0.257
H  0.021  0.094  0.226  -0.104
H  -0.169  -1.548  0.472  0.305
H  -2.528  -0.991  -2.688  0.216
H  0.651  -1.089  -1.110  0.339
C  1.739  1.774  1.855  -0.958
C  2.077  0.166  1.765  0.468
O  2.750  -0.218  0.815  -0.701
O  1.500  -0.589  2.461  -0.637
H  1.680  2.247  2.755  0.355
H  0.895  1.925  1.231  0.221
H  2.525  2.259  1.220  0.277


Question: gap between HOMO and LUMO of number 2 (C21H19F2O2)?
Answer: 4.706 eV